{"formula": "C32H33BrKN4P2S", "method": "ωB97M-V with the def2-TZVPD basis set", "species": ["H", "C", "H", "H", "C", "H", "C", "H", "C", "K", "C", "H", "C", "C", "H", "C", "C", "H", "C", "C", "C", "C", "C", "H", "H", "H", "C", "H", "C", "S", "H", "H", "C", "H", "C", "H", "C", "C", "H", "C", "C", "N", "C", "H", "C", "H", "C", "C", "C", "H", "N", "H", "C", "H", "P", "H", "H", "H", "C", "H", "H", "C", "H", "H", "C", "H", "H", "H", "N", "H", "C", "Br", "N", "P"], "positions_angstrom": [[-2.8230, 2.8910, 0.9741], [3.1856, -0.8264, 0.6173], [2.9289, 0.5455, -4.4493], [6.0706, 0.8891, 1.0893], [-4.9179, -0.6594, 0.4555], [0.7085, -2.8058, -1.5821], [-5.0641, -2.7215, -0.4886], [1.6777, -2.6205, 5.3300], [0.0213, 2.4449, -2.4530], [-1.5828, -1.7933, 0.5071], [1.6082, -1.9694, 4.4557], [6.9023, -1.3928, 1.5246], [3.6669, -2.1144, 0.8501], [4.0619, 0.2536, 0.7011], [3.6951, 1.2542, 0.5034], [-7.0596, -1.4764, -0.1606], [-0.6625, 1.4692, -1.7286], [-0.9123, 1.5886, -5.5872], [-6.2868, -0.4642, 0.3851], [-1.4670, 0.5633, -2.4114], [1.3529, -2.3155, -3.5704], [-2.1567, 4.9107, 1.2324], [-1.5490, 0.5977, -3.7981], [5.3665, -3.3246, 1.3424], [1.0204, 5.9915, 0.8001], [2.2194, 0.9198, 2.2560], [-1.9766, 3.5671, 0.9268], [0.8910, -1.1692, 4.6545], [0.1182, -3.3797, 3.0701], [-0.1629, -4.2960, 1.6733], [-1.6061, -3.9276, 3.9420], [-1.2191, 6.8258, 1.4292], [0.3569, 3.9761, 0.5169], [1.3380, 3.6020, 0.2490], [-6.4394, -2.6319, -0.6095], [2.5805, -1.5122, 4.2925], [-0.8492, 1.5590, -4.5070], [2.4328, -0.1811, -3.8184], [0.9704, 2.1599, 2.2322], [1.1712, -2.0565, -2.2184], [-1.0805, 5.7806, 1.1857], [1.0725, 0.9773, 0.4711], [5.3928, 0.0475, 1.0269], [1.0108, -3.2516, -3.9927], [5.0021, -2.3203, 1.1700], [3.0016, -2.9697, 0.7538], [1.9743, -1.3719, -4.3698], [2.2661, 0.0716, -2.4693], [-0.7235, 3.0910, 0.5597], [0.5222, 0.4667, 2.4915], [-4.3003, -1.7591, 0.0335], [1.9343, -2.7775, 2.5212], [-0.0756, 2.4943, -3.8312], [-6.7325, 0.4514, 0.7459], [-0.6100, 1.3392, 0.0826], [-4.2901, 0.1210, 0.8758], [-7.0067, -3.4435, -1.0411], [-2.1732, -0.1174, -4.3187], [1.2009, 1.1391, 1.9412], [-4.5532, -3.6158, -0.8277], [2.6318, 0.9933, -2.0337], [0.1794, 5.3109, 0.8320], [-3.1368, 5.2745, 1.5118], [2.1070, -1.5607, -5.4274], [1.6192, -0.8592, -1.6618], [0.6305, 3.1713, -1.9327], [-0.6273, -2.9229, 4.9384], [-2.0872, -0.1520, -1.8765], [-0.8343, -3.2886, 4.0228], [0.4509, 3.2613, -4.3846], [5.8633, -1.2375, 1.2653], [-8.9256, -1.2859, -0.2891], [1.2551, -2.7168, 3.2633], [1.4319, -0.7107, 0.1355]], "lowdin_charge": [0.09, -0.37, 0.11, 0.11, -0.15, 0.09, -0.13, 0.09, -0.08, 0.49, -0.06, 0.11, -0.12, -0.10, 0.10, -0.68, -0.37, 0.11, -0.09, -0.11, -0.07, -0.07, -0.07, 0.11, 0.11, 0.06, -0.10, 0.08, -0.95, 0.53, 0.10, 0.11, -0.12, 0.10, -0.09, 0.09, -0.07, -0.07, 0.07, -0.11, -0.07, -0.50, -0.07, 0.11, -0.07, 0.09, -0.07, -0.09, -0.38, 0.06, -0.04, 0.07, -0.07, 0.11, 0.97, 0.10, 0.11, 0.11, -0.21, 0.12, 0.11, -0.07, 0.11, 0.11, -0.38, 0.10, 0.10, 0.07, 0.11, 0.11, -0.07, 0.80, -0.04, 0.96], "total_energy_ha": -5712.9651, "multiplicity": 1, "gap_ev": 8.5, "total_charge": 1}



{"formula": "C7H9N2O", "method": "ωB97M-V with the def2-TZVPD basis set", "species": ["H", "H", "C", "N", "O", "H", "H", "C", "C", "N", "H", "H", "H", "C", "C", "H", "H", "C", "C"], "positions_angstrom": [[3.0857, 2.3753, -0.2172], [-3.1563, 1.9261, -0.3960], [-1.5248, -1.7241, 0.0431], [1.8534, -1.1733, 0.0447], [-1.5281, 0.6522, 0.0247], [-2.5093, -2.0487, -0.1604], [-3.6056, 0.2249, 0.1123], [1.4359, 1.1724, 0.1243], [1.2146, -0.1393, 0.1419], [-1.0230, -0.5308, 0.2093], [-0.8655, -2.6362, 0.2257], [4.7775, 0.1704, -0.5156], [-2.8896, 0.5635, -1.6155], [3.6908, 0.2397, -0.3397], [3.1828, -1.0903, -0.1491], [3.9107, -1.9236, -0.2245], [0.7226, 1.9598, 0.2279], [-2.9253, 0.8045, -0.4712], [2.7553, 1.3387, -0.1385]], "lowdin_charge": [0.14, 0.12, 0.08, 0.17, -0.17, 0.07, 0.07, -0.01, -0.02, -0.08, 0.11, 0.12, 0.13, 0.03, -0.04, 0.14, 0.13, 0.00, 0.00], "total_energy_ha": -456.4453, "multiplicity": 1, "gap_ev": 9.7, "total_charge": 1}



{"formula": "C4H5ClN2", "method": "ωB97M-V with the def2-TZVPD basis set", "species": ["C", "H", "C", "Cl", "H", "H", "N", "N", "H", "C", "H", "C"], "positions_angstrom": [[-0.9632, -0.8343, -0.2092], [-2.2535, 0.3661, -2.0372], [-1.5218, -0.1300, -1.3848], [-1.0436, -2.6367, -0.4285], [0.7253, 1.0439, 2.9498], [-0.9731, -0.5410, 0.9158], [2.1614, 0.4720, -1.9233], [0.7093, 0.7525, 2.0106], [1.0406, 1.4498, 1.2113], [1.0745, 0.2132, -1.6145], [1.2599, -0.0865, 1.8024], [-0.2158, -0.0693, -1.2924]], "lowdin_charge": [-0.60, 0.13, 0.01, 0.53, -0.02, 0.10, 0.18, 0.00, 0.08, -0.19, 0.02, -0.23], "smiles": "N#CC1=C[C@H]1Cl.N", "total_energy_ha": -724.9980, "multiplicity": 1, "gap_ev": 10.0}



{"formula": "H26O13", "method": "ωB97M-V with the def2-TZVPD basis set", "species": ["O", "H", "O", "O", "H", "H", "H", "H", "O", "O", "O", "O", "H", "H", "H", "H", "H", "O", "H", "H", "H", "H", "O", "H", "H", "H", "H", "H", "H", "O", "H", "H", "O", "O", "O", "H", "H", "H", "H"], "positions_angstrom": [[0.3978, 0.2159, 0.6421], [-0.7151, 3.3664, 0.7873], [-3.4129, 1.1143, -1.9876], [-0.6150, 2.6057, 0.2039], [-1.7556, -1.0803, 5.6344], [2.4409, -2.5954, 2.1450], [0.4549, -2.4635, -3.0039], [-3.1209, -2.4393, 1.2255], [1.4220, 1.9851, -1.3458], [1.2906, 3.9820, 0.2864], [-3.9821, -2.0494, 1.0374], [1.8161, -3.3079, 2.3205], [0.9383, 1.0009, 0.4983], [2.3757, -4.0742, 2.4898], [-0.0988, 0.1195, -0.1783], [-2.1204, 1.0295, 1.5322], [-4.4410, -2.7280, 0.5297], [5.1218, 2.1814, 0.3194], [-1.6015, -3.0527, 0.9946], [-1.7623, -2.5238, -0.4212], [-3.7897, 1.6965, -2.6570], [-1.9784, -0.3124, 0.8328], [2.4909, -0.0189, -3.9742], [5.2792, 1.3775, -0.1884], [1.8325, 4.0315, -0.5091], [0.5009, 2.2141, -1.5129], [1.5210, 1.1101, -1.7377], [1.8328, -0.7109, -3.8442], [-0.0389, -3.5283, -3.9696], [0.1725, -2.5894, -3.9169], [-1.9939, -0.3456, 4.3254], [-0.3748, 1.8851, 0.7972], [-1.2931, -0.7270, 4.8661], [-1.3878, -3.2587, 0.0776], [-1.4696, 0.3554, 1.3065], [-3.5002, 1.6128, -1.1672], [4.5686, 1.8907, 1.0532], [1.7815, 4.4966, 0.9370], [3.2142, -0.4656, -4.4285]], "lowdin_charge": [-0.10, 0.05, -0.06, -0.09, 0.03, 0.03, 0.03, -0.01, -0.07, -0.07, -0.05, -0.06, 0.03, 0.03, 0.05, 0.06, 0.05, -0.06, 0.03, 0.03, 0.03, 0.04, -0.05, 0.03, 0.04, 0.04, 0.03, 0.01, 0.04, -0.05, 0.02, 0.00, -0.06, -0.04, -0.09, 0.03, 0.03, 0.05, 0.04], "total_energy_ha": -993.5769, "multiplicity": 1, "gap_ev": 9.5}



{"formula": "C4H5CuO2", "method": "ωB97M-V with the def2-TZVPD basis set", "species": ["O", "C", "H", "C", "H", "Cu", "C", "H", "H", "H", "O", "C"], "positions_angstrom": [[5.1011, -1.6347, 1.9701], [3.1516, -2.9679, 2.7723], [2.6521, -2.5451, 3.6532], [2.2483, -2.0058, 1.0543], [0.8527, -2.1420, 0.7870], [-0.6206, 1.4049, 2.7121], [4.0053, -2.1764, 2.0997], [5.0968, -0.7954, 1.4594], [2.5170, -2.3693, 0.0586], [3.1792, -4.0485, 2.5939], [1.0363, -0.1590, 2.0083], [1.4198, -0.8851, 1.1452]], "lowdin_charge": [0.34, 0.22, 0.17, 0.02, 0.25, 0.87, -0.07, 0.22, 0.12, 0.17, 0.02, -0.32], "total_energy_ha": -1945.3693, "multiplicity": 1, "gap_ev": [7.0, 7.0], "total_charge": 2}



{"formula": "C3H4NO2S", "method": "ωB97M-V with the def2-TZVPD basis set", "species": ["C", "S", "N", "H", "C", "H", "C", "H", "H", "O", "O"], "positions_angstrom": [[0.8740, 0.1698, 0.1443], [-0.0738, 1.7152, -1.9787], [-1.2976, -0.2958, -0.6603], [-0.7420, -2.1591, 0.1244], [-0.3190, 0.5108, -0.8617], [0.9931, 2.0567, 0.0617], [-0.9680, -1.1210, 0.4503], [-1.8036, -1.1633, 1.1592], [1.7913, -0.4905, -0.2095], [1.3615, 1.3682, 0.6589], [0.1841, -0.5910, 1.1112]], "lowdin_charge": [-0.45, 0.44, 0.01, 0.11, -0.91, 0.01, -0.29, 0.10, 0.17, -0.07, -0.10], "smiles": "O[C@H]1OCN=C1[S-]", "total_energy_ha": -720.1806, "multiplicity": 1, "gap_ev": 7.5, "total_charge": -1}